# 1
The following is a quantum chemistry calculation of a cluster of 2 separate species, C17H19NO in total at a distorted geometry, from the Open Molecules 2025 dataset.

Element x y z (Å)
C -2.71 3.32 1.78
C -1.65 2.27 1.95
C -1.79 1.12 2.63
N -0.73 0.20 2.34
C 0.18 0.94 1.67
C 1.35 0.50 1.06
C 2.02 1.63 0.45
C 1.52 2.91 0.08
C 0.34 3.29 0.66
C -0.35 2.30 1.32
H -2.49 4.36 1.93
H -3.69 2.94 2.31
H -2.83 3.38 0.65
H -2.43 0.80 3.49
H -0.44 -0.68 2.63
H 1.79 -0.51 1.15
H 3.08 1.48 -0.02
H 2.22 3.50 -0.41
H -0.15 4.26 0.55
C 3.06 -2.08 -1.84
C 1.74 -2.29 -2.64
C 0.66 -1.89 -1.71
C 0.17 -3.03 -1.02
C -1.00 -3.08 -0.37
C -1.78 -1.85 -0.48
O -3.00 -1.91 0.12
C -1.34 -0.70 -1.12
C -0.13 -0.76 -1.75
H 3.15 -1.25 -1.08
H 3.76 -1.81 -2.75
H 3.40 -2.99 -1.35
H 1.77 -1.72 -3.58
H 1.69 -3.40 -2.93
H 0.68 -4.02 -1.19
H -1.51 -3.99 -0.10
H -2.81 -1.51 1.09
H -1.94 0.23 -1.02
H 0.20 0.04 -2.49

## Properties
structure (SMILES) = Cc1c[nH]c2ccccc12.CCc1ccc(O)cc1
strongest force on any atom = 4.36 eV/A
charge = 0
energy above the lowest of the compared OMol25 structures with the same formula, charge and spin = 101.6 kcal/mol
Kohn-Sham gap = 8.52 eV
electronic energy = -789.07518 Eh


# 2
The following is a quantum chemistry calculation of a structure of composition C17H19NO4S at a distorted geometry, from the Open Molecules 2025 dataset.

Element x y z (Å)
C -4.67 -1.70 0.32
H -4.03 -1.89 -0.69
H -5.44 -2.26 0.23
H -4.02 -1.99 1.05
C -5.14 -0.41 0.18
C -3.95 0.51 0.38
O -3.44 0.90 1.48
O -3.43 0.79 -1.04
C -2.23 1.48 -1.11
C -0.97 0.51 -0.80
N 0.14 1.15 -0.61
C 0.97 0.01 -0.57
C 0.49 -1.50 -0.61
S -1.20 -1.09 -0.71
H 0.90 -2.30 -0.51
C 2.41 0.16 -0.14
C 3.47 -0.98 -0.15
C 4.74 -0.58 0.06
C 5.29 0.92 0.02
C 4.21 1.87 0.16
C 2.86 1.52 -0.22
H 2.04 2.40 -0.01
H 4.57 2.96 0.20
O 6.44 1.21 0.40
C 7.39 0.27 -0.31
C 7.00 -1.17 0.58
H 7.61 -2.20 0.38
O 5.70 -1.41 0.03
H 6.76 -1.07 1.78
H 8.41 0.37 0.38
H 7.47 0.07 -1.21
H 3.13 -1.88 -0.42
H -2.11 1.91 -2.01
H -2.16 2.15 -0.32
C -5.95 -0.06 1.64
H -5.22 0.02 2.52
H -6.75 -0.64 1.53
H -6.26 1.06 1.96
C -6.07 0.17 -0.85
H -6.45 1.30 -0.74
H -5.44 -0.14 -1.64
H -7.09 -0.41 -0.61

## Properties
strongest force on any atom = 18.06 eV/A
charge = 0
energy above the lowest of the compared OMol25 structures with the same formula, charge and spin = 349.0 kcal/mol
Kohn-Sham gap = 7.53 eV
electronic energy = -1412.59548 Eh


# 3
The following is a quantum chemistry calculation of the molecule C17H19NO5S at a distorted geometry, from the Open Molecules 2025 dataset.

Element x y z (Å)
C -5.29 -3.36 0.11
C -4.45 -2.12 0.17
C -3.51 -1.96 1.18
C -2.75 -0.80 1.26
C -2.93 0.19 0.32
S -1.93 1.68 0.39
O -2.62 2.72 -0.31
O -1.52 1.89 1.75
N -0.53 1.37 -0.47
C -0.68 1.06 -1.88
C -0.66 -0.47 -1.97
C 0.13 -0.92 -0.74
C 0.35 0.37 0.09
C 1.80 0.82 -0.05
O 2.28 1.34 -1.03
O 2.48 0.53 1.05
C 3.89 0.85 1.05
C 4.68 -0.21 0.36
C 4.88 -0.47 -0.96
C 5.69 -1.63 -1.02
C 5.93 -1.98 0.28
O 5.32 -1.14 1.12
C -3.88 0.06 -0.68
C -4.63 -1.10 -0.75
H -6.23 -3.20 0.64
H -4.78 -4.20 0.57
H -5.53 -3.61 -0.92
H -3.37 -2.74 1.91
H -2.03 -0.66 2.05
H -1.60 1.52 -2.24
H 0.17 1.50 -2.41
H -0.19 -0.80 -2.90
H -1.67 -0.87 -1.94
H -0.42 -1.66 -0.16
H 1.09 -1.36 -1.01
H 0.13 0.26 1.15
H 4.17 0.90 2.10
H 4.03 1.81 0.55
H 4.49 0.09 -1.78
H 6.05 -2.12 -1.90
H 6.50 -2.78 0.71
H -4.02 0.87 -1.38
H -5.38 -1.20 -1.53

## Properties
structure (SMILES) = Cc1ccc(S(=O)(=O)N2CCC[C@H]2C(=O)OCc2ccco2)cc1
strongest force on any atom = 1.10 eV/A
charge = 0
energy above the lowest of the compared OMol25 structures with the same formula, charge and spin = 38.8 kcal/mol
Kohn-Sham gap = 9.50 eV
electronic energy = -1488.32952 Eh


# 4
The following is a quantum chemistry calculation of the molecule C17H19NO5S at a distorted geometry, from the Open Molecules 2025 dataset.

Element x y z (Å)
C -4.44 -3.30 -0.26
C -4.78 -1.94 -0.88
C -3.88 -0.87 -0.33
C -4.25 -0.12 0.78
C -3.40 0.83 1.31
C -2.14 1.07 0.75
C -1.25 2.14 1.31
C -1.57 3.49 0.66
C -1.79 0.31 -0.35
S -0.21 0.50 -1.16
O 0.08 1.86 -1.46
O -0.11 -0.45 -2.24
N 0.82 -0.01 0.11
C 2.20 -0.07 -0.02
C 2.88 0.87 -0.81
C 4.25 0.83 -0.88
C 4.99 -0.13 -0.18
C 6.44 -0.18 -0.26
O 7.14 -0.99 0.33
O 6.99 0.75 -1.05
C 4.31 -1.07 0.62
O 4.94 -2.01 1.33
C 2.92 -1.02 0.69
C -2.63 -0.65 -0.89
H -4.56 -3.26 0.82
H -3.41 -3.57 -0.49
H -5.10 -4.07 -0.66
H -5.82 -1.70 -0.66
H -4.66 -2.00 -1.96
H -5.22 -0.28 1.23
H -3.70 1.41 2.17
H -1.42 2.21 2.39
H -0.21 1.89 1.13
H -1.31 3.45 -0.39
H -2.62 3.73 0.76
H -0.99 4.27 1.14
H 0.43 -0.82 0.57
H 2.31 1.61 -1.35
H 4.78 1.54 -1.49
H 7.96 0.65 -1.04
H 5.91 -1.92 1.17
H 2.41 -1.76 1.30
H -2.29 -1.20 -1.75

## Properties
structure (SMILES) = CCc1ccc(CC)c(S(=O)(=O)Nc2ccc(C(=O)O)c(O)c2)c1
strongest force on any atom = 1.05 eV/A
charge = 0
energy above the lowest of the compared OMol25 structures with the same formula, charge and spin = 2.7 kcal/mol
Kohn-Sham gap = 9.12 eV
electronic energy = -1488.38704 Eh


# 5
The following is a quantum chemistry calculation of a structure of composition C17H20Cl4O3V at a distorted geometry, from the Open Molecules 2025 dataset.

Element x y z (Å)
C 2.46 0.70 -1.83
C 2.94 1.77 -1.03
C 1.88 2.70 -0.83
C 4.34 2.00 -0.59
C 0.75 2.26 -1.64
C 1.13 1.04 -2.30
C 0.43 0.41 -3.46
C 3.24 -0.51 -2.23
C 2.02 3.95 -0.04
C -0.52 3.03 -1.87
V 1.18 0.82 -0.15
Cl 2.69 0.21 1.54
Cl 0.16 -1.23 -0.37
Cl -0.35 1.80 1.22
H 4.90 1.08 -0.51
H 4.38 2.47 0.39
H 4.90 2.66 -1.27
H 2.42 3.72 0.95
H 1.05 4.44 0.11
H 2.72 4.64 -0.50
H -0.81 3.61 -0.97
H -1.32 2.33 -2.17
H -0.36 3.72 -2.72
H -0.66 0.49 -3.30
H 0.68 -0.67 -3.61
H 0.66 1.02 -4.35
H 3.68 -0.96 -1.33
H 4.07 -0.26 -2.90
H 2.60 -1.27 -2.68
O -0.42 -1.99 -3.90
H -0.71 -2.27 -2.96
Cl -4.76 -4.89 6.01
C -4.20 -4.04 4.64
C -5.09 -3.29 3.87
C -4.62 -2.57 2.77
C -3.26 -2.54 2.47
C -2.37 -3.35 3.18
C -2.84 -4.12 4.27
C -2.77 -1.35 1.54
O -3.38 -1.46 0.45
O -1.92 -0.66 2.11
H -6.15 -3.27 4.13
H -5.30 -2.02 2.13
H -1.33 -3.40 2.89
H -2.16 -4.73 4.84

## Properties
spin multiplicity = 2
strongest force on any atom = 6.56 eV/A
charge = -2
energy above the lowest of the compared OMol25 structures with the same formula, charge and spin = 20.3 kcal/mol
Kohn-Sham gap (alpha / beta) = 4.45 / 4.67 eV
electronic energy = -3670.36230 Eh


# 6
The following is a quantum chemistry calculation of a structure of composition C17H20ClF6GaNO3PSSi at a distorted geometry, from the Open Molecules 2025 dataset.

Element x y z (Å)
Ga -0.77 1.61 0.76
C 1.67 -3.36 0.59
Si 3.04 -2.37 1.41
C 4.54 -2.11 0.26
C 3.42 -3.02 3.18
C 2.39 -0.62 1.78
C 3.36 0.19 2.45
C 3.12 1.54 2.73
C 1.93 2.11 2.38
N 1.02 1.39 1.63
C 1.26 0.08 1.34
S -0.16 -0.64 0.54
H 2.01 -4.40 0.32
H 1.18 -2.88 -0.21
H 0.89 -3.64 1.34
H 5.49 -2.35 0.83
H 4.68 -1.06 -0.07
H 4.52 -2.78 -0.62
H 2.85 -3.95 3.30
H 3.21 -2.31 3.99
H 4.47 -3.33 3.24
H 4.29 -0.26 2.81
H 3.88 2.12 3.29
H 1.70 3.15 2.58
F -2.65 2.22 1.36
P -2.25 2.77 3.00
F -1.74 3.29 4.42
F -0.76 3.27 2.28
F -3.68 2.22 3.52
F -1.59 1.30 3.26
F -2.88 4.19 2.61
C -1.62 0.95 -4.54
C -2.19 -0.10 -3.59
C -2.18 -1.43 -3.96
C -2.86 -2.45 -3.27
Cl -2.72 -4.16 -3.52
C -3.69 -2.12 -2.17
C -3.74 -0.78 -1.81
C -2.87 0.20 -2.37
O -2.75 1.34 -1.63
C -2.39 2.66 -1.97
C -0.86 2.93 -1.87
O -0.21 3.31 -2.80
O -0.29 2.67 -0.66
H -0.75 0.50 -5.09
H -1.14 1.78 -4.05
H -2.33 1.22 -5.31
H -1.66 -1.79 -4.87
H -4.21 -2.91 -1.65
H -4.33 -0.45 -1.00
H -2.87 3.27 -1.18
H -2.77 2.97 -2.98

## Properties
spin multiplicity = 2
strongest force on any atom = 3.00 eV/A
charge = +1
Kohn-Sham gap (alpha / beta) = 7.76 / 4.04 eV
electronic energy = -4953.48461 Eh